Entry 1:
109
Properties=species:S:1:pos:R:3:forces:R:3 method="wB97M-V/def2-TZVPD" homo_energy_ev="-13.95 / -14.41" multiplicity=2 orbital_gap_ev="7.6 / 6.3" total_charge=+2 lumo_ha="-0.234 / -0.297"
Ir 0.2197 -0.0675 0.0417 0.59 -0.41 -0.74
C 0.1707 2.1768 -2.7609 -0.17 0.27 0.13
Si 0.0808 2.2214 -0.8793 -0.05 -0.13 0.48
C -1.5839 2.8792 -0.3052 -0.07 -0.16 -0.24
C -1.8882 4.2240 -0.1129 0.03 0.01 -0.03
C -3.1616 4.6214 0.2689 0.04 0.03 0.00
C -4.1568 3.6753 0.4490 -0.05 0.00 0.00
C -3.8824 2.3317 0.2482 -0.02 -0.05 0.04
C -2.6023 1.9265 -0.1245 0.19 0.08 -0.05
P -2.1676 0.1890 -0.4427 -0.11 0.07 -0.06
C -3.3879 -0.7947 0.5216 0.15 -0.01 0.04
C -3.4651 -2.3131 0.2245 0.13 -0.02 -0.16
C -4.0488 -3.0815 1.4155 0.02 -0.07 0.04
C -5.1959 -2.3270 2.0814 -0.03 -0.02 -0.01
C -4.7631 -0.9333 2.5867 -0.03 0.08 -0.02
C -3.4002 -0.5156 2.0277 -0.01 -0.03 0.03
C -2.5756 -0.1283 -2.2146 0.04 0.11 0.05
C -1.9024 -1.3951 -2.8071 0.01 0.08 0.03
C -2.8473 -2.1682 -3.7277 0.00 -0.06 0.00
C -3.5522 -1.2386 -4.7092 0.01 0.00 -0.03
C -4.3342 -0.1195 -3.9883 0.01 0.08 0.00
C -4.0904 -0.1104 -2.4774 0.00 0.05 0.05
C 1.6307 3.1776 -0.3902 -0.28 0.08 -0.27
C 1.7634 4.5496 -0.6011 0.05 0.02 0.02
C 3.0014 5.1705 -0.5065 0.03 -0.05 0.03
C 4.1381 4.4121 -0.2651 -0.04 0.00 -0.01
C 4.0330 3.0406 -0.0882 0.02 0.00 0.11
C 2.7783 2.4319 -0.1108 0.14 -0.14 0.07
P 2.5441 0.6357 -0.0222 -0.40 0.28 0.14
C 3.6078 -0.2028 1.2237 -0.07 -0.23 -0.08
C 5.1271 -0.0497 1.0374 0.04 0.05 -0.04
C 5.8584 -0.9820 2.0043 -0.03 -0.05 0.02
C 5.4881 -0.6620 3.4483 0.00 0.07 -0.01
C 3.9794 -0.7396 3.6498 -0.01 -0.04 0.00
C 3.2228 0.1529 2.6640 0.05 0.10 0.00
C 2.7899 0.0666 -1.7664 -0.07 0.05 0.15
C 4.1031 -0.5549 -2.2481 0.01 -0.01 -0.10
C 4.2804 -2.0125 -1.8400 0.03 -0.01 0.02
C 3.0702 -2.8339 -2.2713 -0.02 -0.01 -0.08
C 1.7870 -2.2695 -1.6598 0.22 -0.13 -0.07
C 1.5917 -0.8296 -2.1028 0.40 -0.24 0.37
H 0.0737 3.2247 -3.0656 -0.01 -0.01 -0.07
H -0.5954 1.6156 -3.2941 0.03 0.01 0.10
H 1.1429 1.8464 -3.1104 0.10 0.00 -0.09
H -1.1269 4.9819 -0.2387 0.02 0.02 -0.02
H -3.3763 5.6693 0.4292 0.01 0.01 -0.01
H -5.1505 3.9828 0.7453 -0.01 -0.01 0.01
H -4.6787 1.6166 0.4029 0.00 -0.04 -0.02
H -4.3050 -0.3531 0.1129 -0.04 0.04 0.04
H -2.4958 -2.7333 -0.0461 -0.01 0.05 0.09
H -4.1018 -2.4652 -0.6489 -0.04 0.01 0.02
H -3.2615 -3.2978 2.1432 0.00 0.05 0.02
H -4.3956 -4.0538 1.0649 0.01 0.00 0.01
H -5.5912 -2.9165 2.9078 -0.01 0.00 -0.01
H -6.0183 -2.2291 1.3681 0.03 0.02 -0.03
H -4.7312 -0.9019 3.6764 0.04 -0.04 0.01
H -5.5012 -0.1843 2.2872 -0.02 -0.01 0.03
H -2.6167 -1.0965 2.5154 -0.06 0.02 -0.02
H -3.2119 0.5366 2.2520 0.01 0.02 -0.03
H -2.1850 0.7635 -2.7149 -0.03 -0.10 0.04
H -1.5309 -2.0564 -2.0245 0.01 -0.06 0.10
H -1.0304 -1.0806 -3.3865 0.03 0.01 -0.04
H -3.5803 -2.7179 -3.1315 -0.01 0.02 0.01
H -2.2755 -2.9241 -4.2677 0.00 0.00 0.01
H -4.2235 -1.8143 -5.3453 0.02 -0.01 0.00
H -2.8048 -0.8026 -5.3772 0.00 0.01 0.01
H -5.4046 -0.2163 -4.1704 0.00 -0.02 0.02
H -4.0459 0.8559 -4.3873 -0.02 0.00 -0.02
H -4.5675 -0.9748 -2.0165 -0.01 -0.03 0.00
H -4.5471 0.7811 -2.0413 0.01 0.01 0.00
H 0.9030 5.1522 -0.8614 -0.02 0.01 0.01
H 3.0839 6.2395 -0.6486 0.00 0.01 -0.01
H 5.1108 4.8834 -0.2315 0.00 0.00 0.00
H 4.9353 2.4644 0.0492 0.00 -0.03 0.05
H 3.3715 -1.2644 1.0540 -0.08 0.03 0.03
H 5.4158 0.9759 1.2727 0.01 0.02 0.00
H 5.4301 -0.2577 0.0124 0.01 0.03 0.05
H 6.9338 -0.8898 1.8500 0.00 0.02 0.01
H 5.5976 -2.0208 1.7736 0.00 -0.01 0.00
H 5.8329 0.3484 3.6914 0.01 0.00 0.00
H 5.9976 -1.3373 4.1353 -0.01 -0.03 -0.01
H 3.7106 -0.4595 4.6696 0.01 0.01 0.00
H 3.6501 -1.7750 3.5088 -0.02 -0.01 0.01
H 3.4652 1.2058 2.8458 -0.01 0.00 0.01
H 2.1535 0.0362 2.8258 -0.02 0.00 -0.02
H 2.6828 1.0237 -2.2731 -0.03 0.03 -0.13
H 4.9440 0.0737 -1.9510 -0.01 -0.03 0.00
H 4.0780 -0.5084 -3.3425 0.01 0.00 0.00
H 4.4159 -2.1021 -0.7569 -0.03 0.00 -0.02
H 5.1912 -2.4041 -2.2936 -0.01 -0.01 -0.01
H 3.1765 -3.8728 -1.9600 0.02 0.00 0.00
H 2.9983 -2.8420 -3.3633 0.00 0.02 -0.01
H 1.8769 -2.3245 -0.5705 0.06 -0.01 -0.14
H 0.9178 -2.8713 -1.9229 0.04 0.02 0.00
H 0.5862 -0.3630 -1.7216 -0.30 0.06 -0.29
H 1.3801 -0.7879 -3.1756 -0.18 0.09 0.03
Br 0.0215 2.6160 2.5454 0.03 -0.01 0.00
C -0.2045 0.8280 3.0086 0.01 -0.11 0.08
C -0.3662 0.5284 4.3572 0.01 0.07 0.00
C -0.4292 -0.7872 4.7654 0.00 -0.03 -0.06
C -0.3606 -1.7858 3.8025 0.02 0.00 0.02
C -0.2438 -1.4279 2.4825 0.04 0.05 -0.03
N -0.1473 -0.1300 2.0751 -0.01 -0.09 -0.22
C -0.2765 -2.5100 1.4198 -0.17 0.04 -0.23
O -0.3549 -3.6656 1.7290 0.02 -0.07 0.09
O -0.2356 -2.0696 0.1776 -0.26 0.28 0.81
H -0.4128 1.3431 5.0647 0.00 0.00 0.01
H -0.5332 -1.0306 5.8141 0.00 0.00 0.01
H -0.4195 -2.8407 4.0329 0.01 0.00 0.02

Entry 2:
108
Properties=species:S:1:pos:R:3:forces:R:3 method="wB97M-V/def2-TZVPD" homo_energy_ev=-7.58 smiles="C=CCc1cc2c(cc1C[C@H](C)O)Nc1c(CCCCCCCCCCCOC)cc([C@H](Cl)CC)cc1S2.c1ccncc1.c1ccncc1" orbital_gap_ev=8.3 total_charge=0 lumo_ha=0.025
C 6.1725 4.6582 1.2792 -0.15 -0.40 0.19
C 6.1687 3.3423 1.0001 -0.17 0.54 -0.29
C 6.4963 2.7613 -0.3567 -1.84 -0.28 0.29
C 5.8294 1.4045 -0.5203 0.72 -0.05 -0.25
C 6.4997 0.3175 0.0529 -0.73 -0.11 -0.37
C 5.9453 -0.9501 -0.0194 0.14 -0.69 0.44
C 4.7297 -1.1838 -0.6470 0.08 0.70 -0.29
C 4.0919 -0.0994 -1.2409 0.09 -0.06 0.00
C 4.6165 1.1942 -1.1887 0.14 -0.20 -0.11
C 3.8373 2.3198 -1.8287 0.06 0.00 0.73
C 2.4937 2.5740 -1.1279 0.25 0.29 -0.05
C 2.6624 2.8885 0.3491 -0.59 -0.16 0.06
O 1.5743 1.4974 -1.3017 0.03 0.04 -0.13
N 4.1543 -2.4806 -0.6790 0.01 0.64 0.37
C 4.1493 -3.1392 0.5690 -0.23 -0.61 0.71
C 3.0132 -3.7747 1.0826 -0.12 -0.18 -0.18
C 1.6949 -3.8117 0.3449 0.00 0.55 -0.20
C 0.6213 -2.8728 0.9451 -0.36 -0.31 0.16
C -0.7040 -3.6007 1.2221 0.02 0.16 -0.45
C -1.6373 -3.6244 0.0075 -0.83 -0.46 0.31
C -3.1069 -3.7916 0.4311 0.23 0.87 0.35
C -3.6627 -2.5003 1.0551 -0.66 -0.74 -0.45
C -5.1554 -2.6389 1.3629 0.44 0.76 0.60
C -5.7545 -1.3347 1.9048 -0.33 -0.38 -0.33
C -7.2785 -1.4590 1.9886 0.25 -0.04 0.32
C -7.9704 -0.2223 2.5738 0.55 -0.21 -0.54
C -7.9866 0.9102 1.5544 0.05 -0.51 0.06
O -8.7253 0.5112 0.4067 -0.26 0.23 0.05
C -9.7859 1.4033 0.0977 0.53 -0.37 -0.11
C 3.0656 -4.4068 2.3256 0.25 0.08 -0.03
C 4.2170 -4.4407 3.0995 0.38 0.04 -0.14
C 4.3096 -5.0935 4.4707 -0.08 0.87 0.28
Cl 2.6447 -5.2084 5.1733 0.12 -0.55 0.07
C 5.1305 -4.2626 5.4614 0.12 0.56 -0.15
C 4.6740 -2.7970 5.5688 0.45 -0.03 -0.47
C 5.3516 -3.8114 2.5829 -0.16 0.00 -0.32
C 5.3089 -3.1806 1.3516 0.11 0.43 -0.51
S 6.7495 -2.3619 0.7035 0.15 -0.06 0.06
H 6.6168 5.0098 2.2040 -1.23 0.02 0.62
H 5.6962 5.3875 0.6330 1.26 0.24 -0.74
H 5.8808 2.6228 1.7646 1.42 -0.18 0.44
H 7.5771 2.6380 -0.3502 0.11 0.03 -0.17
H 6.2038 3.4594 -1.1406 0.31 0.08 -0.13
H 7.4518 0.4441 0.5500 0.03 0.09 0.06
H 3.1537 -0.2431 -1.7613 -0.04 -0.07 -0.01
H 3.7218 2.1817 -2.9017 -0.19 -0.19 -0.02
H 4.3968 3.2423 -1.7086 0.01 0.13 -0.19
H 2.0616 3.4634 -1.5964 -0.15 -0.09 -0.12
H 3.1815 2.0917 0.8840 0.22 0.04 -0.06
H 3.1456 3.8466 0.5188 0.22 -0.04 -0.01
H 1.6593 2.9522 0.7791 -0.01 0.13 0.09
H 1.3941 1.1285 -0.4336 -0.05 -0.09 0.01
H 3.2122 -2.3646 -1.0214 -0.03 -0.32 -0.18
H 1.3037 -4.8277 0.3312 0.09 -0.13 0.12
H 1.8307 -3.5557 -0.7048 0.03 -0.12 -0.11
H 0.9760 -2.4022 1.8614 0.20 -0.13 0.07
H 0.3866 -2.0559 0.2598 0.19 0.09 -0.05
H -1.2146 -3.1308 2.0610 -0.02 0.07 0.04
H -0.5234 -4.6415 1.4955 0.12 0.01 0.28
H -1.4097 -4.4677 -0.6475 0.36 0.14 -0.14
H -1.5792 -2.7000 -0.5698 0.22 0.02 -0.07
H -3.7328 -3.9977 -0.4371 0.02 -0.31 -0.05
H -3.2078 -4.5929 1.1662 -0.03 -0.24 -0.17
H -3.5281 -1.7076 0.3159 0.16 0.27 0.22
H -3.1665 -2.2633 1.9950 0.26 0.25 -0.10
H -5.2498 -3.3926 2.1482 -0.28 -0.28 -0.20
H -5.7287 -2.9246 0.4813 0.08 -0.26 -0.07
H -5.4717 -0.5237 1.2304 0.02 0.13 0.04
H -5.3464 -1.1120 2.8932 0.09 0.06 0.02
H -7.4900 -2.3272 2.6180 -0.12 -0.03 0.03
H -7.6606 -1.6936 0.9953 -0.18 0.08 -0.03
H -7.3706 0.0934 3.4314 -0.26 0.11 0.21
H -8.9810 -0.4778 2.8887 -0.08 0.16 0.09
H -6.9625 1.0915 1.2220 0.06 0.27 0.09
H -8.3875 1.8223 1.9995 -0.06 0.10 -0.09
H -10.2306 1.0446 -0.8269 -0.15 0.00 -0.01
H -10.5268 1.3934 0.9004 -0.11 0.22 -0.03
H -9.3829 2.4037 -0.0792 -0.22 0.16 0.09
H 2.1595 -4.8610 2.6981 -0.05 -0.07 0.00
H 4.7670 -6.0786 4.4295 -0.44 -0.27 -0.11
H 6.1598 -4.2381 5.1023 0.12 -0.28 0.07
H 5.1618 -4.7448 6.4353 -0.21 -0.17 -0.01
H 5.2826 -2.2046 4.8851 -0.04 0.14 0.00
H 4.8321 -2.3819 6.5601 -0.19 -0.08 0.12
H 3.6487 -2.6581 5.2371 -0.18 -0.04 0.30
H 6.2944 -3.7929 3.1082 0.01 0.00 0.15
N 5.5928 3.9835 -4.1269 0.10 0.00 -0.10
C 4.8071 4.0966 -5.1965 -0.05 0.03 0.11
C 5.2121 3.7868 -6.4855 0.03 -0.01 0.01
C 6.5082 3.3362 -6.6763 0.02 -0.01 -0.05
C 7.3405 3.2129 -5.5761 -0.03 0.00 -0.02
C 6.8349 3.5468 -4.3290 -0.03 0.02 0.12
H 3.8013 4.4546 -5.0027 -0.01 -0.01 -0.05
H 4.5288 3.8962 -7.3163 -0.02 0.01 0.01
H 6.8639 3.0844 -7.6672 0.00 0.00 0.00
H 8.3589 2.8649 -5.6799 0.00 0.00 0.02
H 7.4517 3.4610 -3.4404 0.04 -0.02 -0.03
N -9.1018 4.5106 -2.5802 -0.09 -0.02 -0.05
C -9.1211 3.4563 -3.3939 0.10 0.00 0.09
C -10.0910 3.2491 -4.3632 -0.02 0.03 0.01
C -11.1003 4.1890 -4.4934 -0.04 0.00 -0.03
C -11.0974 5.2916 -3.6548 0.02 -0.03 -0.01
C -10.0788 5.4045 -2.7204 0.07 0.02 0.07
H -8.3139 2.7455 -3.2539 -0.03 -0.04 -0.05
H -10.0547 2.3741 -4.9974 0.02 -0.01 0.01
H -11.8772 4.0641 -5.2369 0.00 0.00 0.00
H -11.8667 6.0487 -3.7221 0.01 0.01 0.01
H -10.0367 6.2532 -2.0464 -0.05 0.02 -0.02